(i)
The following is a quantum chemistry calculation of a 2-piece molecular cluster, C4H10N overall, from OMol25.

Last column: Löwdin charge in e.
Element x y z (Å)
C: 0.86370 2.05216 -0.64562  0.084
C: 0.66497 0.97120 -1.23421  0.207
C: 0.30461 -0.41832 1.36585  -0.121
C: -1.16317 -1.32989 -0.36060  -0.090
N: 0.12126 -1.11949 0.18178  -0.068
H: 0.75344 2.98181 -1.01301  0.084
H: 0.97395 2.05540 0.43244  0.110
H: 0.23961 0.37933 -1.98945  0.096
H: -0.23718 -0.88437 2.25599  0.145
H: 1.27072 -0.40169 1.79851  0.091
H: 0.11293 0.66197 1.28424  0.070
H: -1.94883 -0.56422 -0.31543  0.115
H: -1.02537 -1.53222 -1.35967  0.064
H: -1.63184 -2.24377 0.12795  0.145
H: 0.70119 -0.60791 -0.52877  0.070

Results
Net charge: +1
Highest occupied orbital energy (alpha / beta) (eV): -15.08 / -14.27
Gap between HOMO and LUMO (alpha / beta) (eV): 8.3 / 6.8


(ii)
The following is a quantum chemistry calculation of an isolated ion of composition C4H10N and charge +1, from OMol25.

Last column: Löwdin charge in e.
Element x y z (Å)
C: -2.34287 -0.52168 0.05277  -0.025
C: -1.20822 0.53385 0.03291  -0.171
C: 2.50268 -0.08071 -0.09593  0.019
C: 0.08282 0.09490 -0.44420  -0.015
N: 1.10904 0.15442 0.35396  0.071
H: 0.87991 0.54775 1.24571  0.159
H: -2.23906 -1.08777 0.92601  0.065
H: -0.94303 0.82728 1.05592  0.120
H: -2.10376 -1.30558 -0.70649  0.105
H: -3.27959 -0.07968 0.00247  0.065
H: 3.11747 -0.44515 0.74485  0.115
H: 2.92042 0.87664 -0.27905  0.092
H: 2.61887 -0.71786 -0.94174  0.098
H: -1.41690 1.45281 -0.54221  0.155
H: 0.30222 -0.24921 -1.40497  0.146

Results
Net charge: +1
Highest occupied orbital energy (eV): -16.72
Gap between HOMO and LUMO (eV): 12.0
SMILES: CC/C=[NH+]/C


(iii)
The following is a quantum chemistry calculation of C4H10N as an isolated structure, from OMol25.

Last column: Löwdin charge in e.
Element x y z (Å)
C: -1.57005 -2.76714 1.46154  0.158
C: 0.01431 -0.05890 0.75111  0.187
C: 0.63599 0.40303 -0.19775  -0.219
C: 1.45680 0.15778 -1.35150  -0.049
N: 0.09960 2.27398 -0.39859  0.199
H: -0.61349 -3.27096 1.55516  0.012
H: -1.87500 -2.05376 2.24777  0.008
H: -0.76126 0.29450 1.42674  0.076
H: -2.31676 -2.85512 0.76897  -0.033
H: 2.08129 -0.68171 -1.17568  0.095
H: 2.02506 0.96481 -1.58587  0.045
H: 0.74029 -0.13650 -2.27502  0.171
H: 0.91947 2.65183 -0.72982  0.063
H: -0.21585 2.77267 0.55292  0.201
H: -0.62041 2.30549 -1.04998  0.085

Results
Net charge: +1
Highest occupied orbital energy (alpha / beta) (eV): -12.29 / -14.68
Gap between HOMO and LUMO (alpha / beta) (eV): 5.6 / 10.9


(iv)
The following is a quantum chemistry calculation of a 2-piece molecular cluster, C4H10N overall, from OMol25.

Last column: Löwdin charge in e.
Element x y z (Å)
C: 2.00105 1.21336 1.37517  0.186
N: 1.11638 0.92814 2.25096  0.209
H: 2.24403 2.25336 1.17702  0.135
H: 2.41026 0.40210 0.78867  0.129
H: 0.64968 0.01707 2.25132  0.168
H: 0.93877 1.58165 3.00900  0.165
C: -0.84807 -1.80900 -0.98569  -0.119
C: -0.82521 -0.47567 -1.66150  -0.248
C: -1.49866 0.60700 -1.26380  -0.028
H: -0.86163 -2.63527 -1.69743  0.076
H: 0.03991 -1.96752 -0.37656  0.060
H: -1.70692 -1.88608 -0.32849  0.072
H: 0.04220 -0.28699 -2.29771  0.090
H: -1.20023 1.64561 -1.34337  0.047
H: -2.50156 0.41224 -0.89759  0.057

Results
Net charge: +1
Highest occupied orbital energy (eV): -12.38
Gap between HOMO and LUMO (eV): 6.2


Which one is most stable, and which one is least stable? (ii) is the most stable of them, while (iii) is the least stable.


(i)
The following is a quantum chemistry calculation of a 2-piece molecular cluster, C5H15N2O overall, from OMol25.

Last column: Löwdin charge in e.
Element x y z (Å)
C: 0.14891 0.98440 2.94098  -0.093
C: 0.30122 1.62027 1.56881  -0.238
C: -0.46659 0.89963 0.39809  -0.207
C: -0.57902 -0.62640 0.44475  -0.194
N: 0.69462 -1.30086 0.32916  0.081
C: 1.33054 -1.38107 -0.81758  -0.124
N: 0.91958 -0.88324 -1.96103  0.208
H: 0.04460 1.79223 3.64161  0.073
H: -0.67747 0.29701 2.98345  0.057
H: 1.03989 0.43361 3.27714  0.081
H: 0.10661 2.68111 1.45325  0.106
H: 1.33786 1.61733 1.21583  0.097
H: -0.08732 1.29514 -0.54086  0.090
H: -1.53813 1.21943 0.51876  0.133
H: -1.24352 -0.79911 1.32610  0.134
H: -1.30967 -0.98510 -0.34747  0.132
H: 1.16342 -1.60173 1.18074  0.174
H: 2.24499 -1.99057 -0.76402  0.172
H: 0.09752 -0.28817 -2.08782  0.082
H: 1.49475 -1.00512 -2.78714  0.144
H: -2.24123 1.08838 -2.87418  0.077
H: -2.07328 -0.44659 -2.82700  0.063
O: -1.78806 0.37209 -2.40839  -0.047

Results
Net charge: +1
Highest occupied orbital energy (eV): -14.35
Gap between HOMO and LUMO (eV): 11.3


(ii)
The following is a quantum chemistry calculation of an isolated ion of composition C5H15N2O and charge +1, from OMol25.

Last column: Löwdin charge in e.
Element x y z (Å)
N: 2.09555 -0.38823 -0.80655  0.220
C: 0.98021 -0.34621 0.21430  -0.218
C: 0.90659 -1.78861 0.70677  -0.175
O: 0.70400 -2.61187 -0.45985  -0.064
C: -0.35002 0.02639 -0.48287  -0.179
N: -1.07376 0.90001 0.40235  -0.262
C: -0.64369 2.30594 0.32093  -0.074
C: -2.55016 0.82022 0.32376  -0.055
H: 3.00971 -0.51603 -0.41442  0.164
H: 1.92906 -1.17296 -1.45341  0.166
H: 2.16549 0.42060 -1.43277  0.176
H: 1.25225 0.30095 1.03945  0.159
H: 1.76994 -2.16396 1.26203  0.135
H: 0.05950 -1.91999 1.36205  0.135
H: 1.01469 -3.50038 -0.26497  0.110
H: -0.85600 -0.90887 -0.63999  0.111
H: -0.19889 0.42339 -1.50007  0.136
H: 0.40865 2.43560 0.05293  0.079
H: -1.22003 2.86289 -0.41169  0.086
H: -0.71622 2.70446 1.31489  0.087
H: -2.95678 1.51109 -0.41200  0.088
H: -2.80634 -0.17050 -0.06307  0.083
H: -2.92377 0.77607 1.34222  0.092

Results
Net charge: +1
Highest occupied orbital energy (eV): -12.25
Gap between HOMO and LUMO (eV): 8.8
SMILES: CN(C)C[C@H]([NH3+])CO


Which one is most stable, and which one is least stable? (i) is the most stable of them, while (ii) is the least stable.


(i)
The following is a quantum chemistry calculation of a 2-piece molecular cluster, C5H15N2O overall, from OMol25.

Last column: Löwdin charge in e.
Element x y z (Å)
C: -1.83959 1.30871 0.95819  -0.093
C: -1.17602 0.00082 1.33937  -0.263
C: -0.76251 -0.92361 0.13155  -0.140
C: 0.11505 -0.17545 -0.80860  -0.295
C: -0.01321 -0.02903 -2.12655  -0.098
N: 0.81951 0.73792 -2.95009  0.080
N: 1.31765 0.25742 -0.08587  0.232
H: -2.89953 1.17882 0.80346  0.081
H: -1.45336 1.65640 -0.01705  0.069
H: -1.42808 2.08163 1.60438  0.080
H: -0.33278 0.28105 1.98663  0.068
H: -1.74921 -0.56500 2.07660  0.117
H: -1.68565 -1.18644 -0.38765  0.128
H: -0.27393 -1.82608 0.50161  0.108
H: -0.91979 -0.41848 -2.59313  0.146
H: 0.38849 1.07149 -3.79609  0.099
H: 1.42667 1.42796 -2.54103  0.085
H: 1.52969 -0.36317 0.71688  0.134
H: 2.19397 0.27495 -0.62048  0.178
H: 1.13133 1.14806 0.39422  0.178
H: 0.90641 -2.15209 2.72379  0.082
H: 1.83352 -1.04707 3.18792  0.074
O: 1.10146 -1.21276 2.58121  -0.050

Results
Net charge: +1
Highest occupied orbital energy (eV): -12.61
Gap between HOMO and LUMO (eV): 9.3


(ii)
The following is a quantum chemistry calculation of a 2-piece molecular cluster, C5H15N2O overall, from OMol25.

Last column: Löwdin charge in e.
Element x y z (Å)
C: 1.34627 -0.67934 2.03086  -0.111
C: 0.70690 0.66571 1.71277  -0.234
C: -0.62494 0.57912 1.07406  -0.157
C: -0.79220 1.14260 -0.16818  -0.168
N: -1.93361 1.04289 -0.88455  -0.078
C: -1.86770 1.32861 -2.32757  -0.070
N: 0.78380 -1.73886 1.04855  0.175
H: 2.44081 -0.71847 2.04111  0.130
H: 1.08932 -1.05429 3.04248  0.132
H: 0.52661 1.32820 2.66065  0.155
H: 1.37099 1.40305 1.25193  0.116
H: -1.40978 0.05617 1.63179  0.118
H: -0.04012 1.89170 -0.31502  0.130
H: -2.79049 0.71588 -0.47334  0.135
H: -1.83057 2.41355 -2.50293  0.090
H: -1.00446 0.79107 -2.72775  0.069
H: -2.78786 0.92884 -2.77778  0.092
H: 1.35032 -2.57080 0.96474  0.159
H: 0.63662 -1.21885 0.15879  0.115
H: -0.17333 -1.99671 1.28068  0.154
H: 1.25546 -0.78380 -2.41776  0.041
H: 2.15914 -2.02700 -2.43574  0.057
O: 1.58883 -1.49928 -1.86779  -0.048

Results
Net charge: +1
Highest occupied orbital energy (eV): -11.35
Gap between HOMO and LUMO (eV): 8.4


Which one is most stable, and which one is least stable? (i) is the most stable of them, while (ii) is the least stable.